(1)
61
Properties=species:S:1:pos:R:3 method="wB97M-V/def2-TZVPD" total_charge=+1 homo_energy_ev="-11.46 / -11.46" spin_multiplicity=4 s_squared=3.77
C 19.57236 23.02684 25.49392
H 16.27745 23.81190 26.98472
H 24.20236 29.60141 29.14142
O 24.12660 21.63014 26.45175
H 22.02221 30.74547 29.81108
C 17.81045 21.62472 25.26827
O 25.69313 26.62254 29.26118
O 23.06505 23.64042 26.26265
O 20.86377 21.49922 28.97561
F 22.21860 24.88602 23.88256
H 22.42150 21.07258 31.19999
C 21.46795 21.60014 31.22292
O 24.38945 25.10637 30.50162
C 25.07662 20.89076 25.82948
C 18.79646 21.45857 24.13143
O 21.55550 22.77714 30.58333
O 19.73050 25.60334 27.54885
H 19.40252 20.56163 24.25903
C 22.12326 28.46268 27.64383
F 20.91733 25.99340 25.30078
O 17.78650 25.06398 26.55283
C 25.77070 21.88147 24.89911
C 20.59923 20.79998 30.18529
H 25.84757 21.46463 23.89490
C 21.25002 22.70607 29.26976
O 25.63303 24.36961 28.58805
B 22.05556 26.03943 24.54370
F 22.01260 27.06296 23.69683
H 18.35511 21.29314 23.14860
H 20.87258 19.74843 30.09798
H 26.80958 22.06135 25.17565
F 22.98156 26.04648 25.52349
H 15.77766 25.38672 26.32213
H 17.48768 20.66641 25.67516
C 22.13770 30.44336 28.77018
O 19.57309 22.61073 24.19871
Cr 21.77305 25.19622 26.97273
H 24.56020 20.08172 25.31290
Cl 24.90316 25.40751 29.17674
O 21.74809 27.34011 27.22212
O 20.40570 23.75868 25.89881
O 23.78170 25.53056 28.27286
O 24.90402 22.90605 24.99500
H 15.74617 26.41725 28.41489
H 16.94876 22.25257 25.04156
H 25.85727 20.54426 26.50670
O 18.66524 22.23536 26.19818
O 21.43561 29.25179 28.48861
C 23.99769 22.82161 25.95882
H 21.04037 21.61515 32.22544
O 23.37692 29.01401 27.46530
O 17.75135 26.06167 28.50501
O 21.41548 23.65279 28.49392
C 23.58371 30.06013 28.37009
C 18.51574 25.62783 27.57536
C 16.45245 25.58954 28.35054
C 16.46265 24.88584 27.00624
H 24.14732 30.88772 27.93935
H 19.58647 20.96479 30.55308
H 21.77532 31.29531 28.19489
H 16.21929 24.87334 29.13845

***

(2)
47
Properties=species:S:1:pos:R:3 method="wB97M-V/def2-TZVPD" total_charge=+1 homo_energy_ev="-11.36 / -11.09" spin_multiplicity=2 s_squared=0.76
H -3.42013 -0.32354 2.95564
H -1.81266 0.09317 4.77557
C -0.13501 -0.71914 -3.61698
C -1.07917 -0.23321 -5.76864
Zr -0.64077 -1.31077 0.20157
S -0.48400 -0.92258 3.09284
H -3.38885 1.39087 3.32969
C -1.72145 2.53217 1.28520
C -1.53551 0.37871 3.76044
H 1.21015 0.65062 3.72124
C 0.06650 -0.75951 -6.35139
H 0.16502 2.05768 2.24603
C -1.17950 -0.21849 -4.38978
H 2.38940 1.41133 2.16717
C 1.11172 -1.26679 -5.58902
S 0.51138 -3.43062 1.12557
H 2.50058 1.21667 -0.89192
C -0.27523 -0.70642 -2.16860
H -2.06350 0.17668 -3.90677
C 2.24985 -1.12140 3.01101
C -2.79687 0.56689 2.92889
H -2.12163 3.03801 2.16504
S -1.20911 -3.49098 -1.39253
S -2.51552 0.90899 1.18529
H 1.80776 -1.63588 -3.59456
H 0.20226 3.51743 1.24127
C 1.00980 -1.24254 -4.21006
H 1.98739 -1.67603 -6.07276
C 2.12535 1.64688 0.03755
H 2.40372 2.70141 0.03983
S -2.85126 -2.23442 1.14234
H -0.96889 1.30824 3.82326
O -1.36109 -0.39199 -1.57513
H 3.20903 -0.80228 3.42038
Sb -1.70103 -4.30518 0.84492
H -1.87834 0.15314 -6.38525
C -0.19964 2.50595 1.32314
C 2.71670 0.93507 1.24375
O 0.69073 -1.07487 -1.40462
C 1.11325 -0.43588 3.75910
S 0.34104 1.55275 -0.08122
H 1.13631 -0.73151 4.80872
H -2.06243 3.08578 0.41050
H 2.19571 -2.20293 3.12366
S 2.25013 -0.79674 1.24379
H 3.80502 0.99397 1.20743
Br 0.20277 -0.78872 -8.22158

***

(3)
50
Properties=species:S:1:pos:R:3 method="wB97M-V/def2-TZVPD" total_charge=0 homo_energy_ev="-8.16 / -7.70" spin_multiplicity=4 s_squared=3.83
O 1.51218 -0.25937 3.86533
C -3.73755 -0.29529 -4.37992
H -1.81471 3.60372 -0.09394
C -1.86733 -1.00509 -2.85676
O 1.45694 -3.36703 7.24873
O -1.03089 1.08663 0.62744
C 0.08097 -2.20257 3.47889
H -0.52539 6.33354 -0.47975
O 0.39671 2.26973 1.79913
C -0.28768 -3.42655 4.01412
O -0.39192 -1.78222 2.42084
H 3.26166 -2.87789 -1.21087
H -0.02784 4.92857 0.57646
H -3.30068 0.27291 -1.11491
H 4.49708 -1.62466 -0.92852
C -0.43552 5.25171 -0.38139
C 3.82353 -2.06198 -1.66552
H -4.57266 -0.99579 -4.38060
H 3.19032 0.72613 -3.48690
N 3.06208 -0.94213 -2.10069
Cl 0.47198 4.64101 -1.70486
O -1.40335 -1.06182 -1.73072
H 4.15034 0.86497 -1.97655
H -4.57820 -0.62304 -1.81083
C 1.14295 -1.30776 4.35198
Cu 2.18999 1.28037 2.56855
Cl -2.72055 5.67599 0.70985
H 1.43347 0.25851 -2.02863
H -2.21326 4.75523 -1.45545
O 1.14572 -1.48864 -1.01579
H 4.37579 -2.51476 -2.48899
H -4.15834 0.70852 -4.43830
H 4.65316 -0.15347 -3.29801
C -3.86728 0.17067 -2.04044
H -2.99073 -0.36081 -5.17116
C 0.17316 -3.83070 5.23619
O 0.87079 0.49224 1.09379
C 1.53184 -1.73051 5.66508
H -1.51577 -1.42857 -3.81032
N -3.02098 -0.36658 -3.12643
H -4.26329 1.12593 -2.38504
H -0.91066 -4.06126 3.40138
O -0.10387 -5.07587 5.52907
C 0.04900 1.39326 1.06205
H 2.06741 -1.07834 6.33905
C 3.77807 0.18659 -2.74423
Pd -0.64370 -1.08577 0.44611
C 1.82412 -0.72280 -1.71779
C -1.82721 4.63622 -0.44307
C 1.07023 -2.93138 6.03224

***

(4)
46
Properties=species:S:1:pos:R:3 method="wB97M-V/def2-TZVPD" total_charge=-1 homo_energy_ev=-4.71
N 0.03601 2.35318 -0.51414
C -1.24918 1.74131 -0.03479
C -2.33087 -2.23957 -2.21737
C -2.12915 -2.60895 0.54995
O 0.37420 -0.72361 -2.94322
C -0.57519 -0.83878 -0.58332
C -4.70870 -3.39521 0.22303
H 5.26108 2.82611 2.29943
N -1.29741 1.64774 1.47589
H 3.12137 1.54721 2.24827
H 5.98647 1.23959 -0.22169
O -5.96478 -3.12100 0.32638
C 5.17098 1.93512 1.66802
C -0.10075 -1.24351 0.90677
H -3.32591 -2.93174 -4.38696
C -1.62585 0.37049 -0.79928
C 3.14248 2.86026 0.56953
N -2.33745 2.74896 -0.40442
O 1.00623 -1.14417 1.50920
H 5.55264 1.08936 2.24858
H -3.87449 -2.26884 1.96535
O -0.33289 -3.18189 -0.95357
O -1.33072 -1.80038 1.48882
C 6.04089 2.11829 0.42881
H -1.85081 0.77231 1.65219
C -2.82183 -2.59556 -3.39783
C 0.61016 -0.64368 -1.66216
H 5.73820 2.99480 -0.15061
H -3.00714 2.67107 0.39958
H -0.32286 1.36372 1.74200
H 3.59158 0.78103 0.72241
H -1.60768 0.61881 -1.94146
C 3.69952 1.68529 1.33026
H -4.04251 -1.26582 0.41960
H -0.03041 3.34756 -0.18866
H 7.08591 2.26478 0.71644
C -1.43946 -2.20607 -0.87471
H 0.85454 1.95842 -0.02047
O 1.92128 -0.36610 -1.24098
H -2.88505 2.35057 -1.20377
H -4.33942 -4.36453 -0.27442
N 2.69969 3.79445 -0.03545
Cl -1.71785 -4.43542 0.66011
H -0.30091 -3.58450 -1.85682
H -2.72065 0.11835 -0.55080
C -3.68254 -2.28382 0.81249